Here is 2 unconnected molecules or ions with the total composition C7H15NO2 from OMol25. Energies are from ωB97M-V/def2-TZVPD.

Element x y z (Å)
C 1.75293 -0.45372 1.47893
C 0.40710 -0.14367 0.83233
C 0.38755 1.20997 0.15689
C -0.90314 1.97568 0.07508
C 0.19137 2.44025 0.99557
N -0.06494 -1.17900 -0.11137
C 0.88154 -1.59837 -1.14135
C -2.12742 -0.79407 -1.77622
O -2.66067 -1.18332 -2.80259
H 2.57580 -0.38772 0.75295
H 1.95823 0.28525 2.26461
H 1.75385 -1.45636 1.92986
H -0.34819 -0.11541 1.63319
H 1.07623 1.31559 -0.68580
H -1.10677 2.52478 -0.84478
H -1.78825 1.52224 0.52563
H 0.04794 2.29809 2.06852
H 0.74916 3.33767 0.72642
H 1.82703 -1.97662 -0.73003
H 0.46339 -2.43768 -1.70990
H 1.11326 -0.75222 -1.80053
H -1.62007 0.19088 -1.80870
H -0.51231 -2.08983 0.34815
O -2.40381 -1.44897 -0.51841
H -1.64981 -1.08344 0.14156

Cartesian forces (eV/Å) of the 2 atoms listed first:
C 0.3 0.2 0.1
C 0.0 -0.5 0.2

Calculated values
LUMO level	0.027	Eh
gap between HOMO and LUMO	9.99	eV
2S+1	1
SMILES	CN[C@@H](C)C1CC1.O=CO
relative energy (zero: lowest compared OMol25 entry of this formula, charge and spin)	73.7	kcal per mole

natural (NBO) population analysis, charges in e, atoms 1 to 4:
1 C -0.6285
2 C -0.0438
3 C -0.2481
4 C -0.4271

Here is a molecular structure, C7H15NO2P from OMol25. Energies are from ωB97M-V/def2-TZVPD.

Element x y z (Å)
C -2.89525 2.18404 -5.43218
C -2.81059 2.15076 -4.10761
C -1.83640 2.89057 -3.28772
C 0.35116 -3.13801 3.81429
C 2.43231 -3.83119 2.77199
C 2.45927 -2.19813 4.57363
C -1.88029 2.90853 -1.95826
N 1.72272 -2.83561 3.52111
O -0.82235 3.63650 -3.91769
O 0.54940 6.15783 -3.46752
P 0.99818 4.83040 -3.22421
H -3.65263 1.62070 -5.94676
H -2.25011 2.77037 -6.06997
H -3.50131 1.56182 -3.52799
H 0.25504 -3.91104 4.58904
H -0.15452 -2.23907 4.16603
H -0.14569 -3.49324 2.91309
H 2.53181 -4.77513 3.32717
H 1.89922 -4.03936 1.84316
H 3.43207 -3.46754 2.53463
H 2.70625 -2.89363 5.38720
H 3.39051 -1.79569 4.17644
H 1.86927 -1.38260 4.98933
H -1.16156 3.46463 -1.38030
H -2.65119 2.38989 -1.42275
H -0.83529 3.43421 -4.86417

Cartesian forces (eV/Å) of the 2 atoms listed first:
C 0.0 0.0 0.3
C 0.6 0.5 -0.4

Calculated values
LUMO level	-0.264	Eh
net charge	+1
gap between HOMO and LUMO	2.23	eV
2S+1	1
relative energy (zero: lowest compared OMol25 entry of this formula, charge and spin)	103.0	kcal per mole

natural (NBO) population analysis, charges in e, atoms 1 to 4:
1 C -0.3416
2 C -0.2546
3 C 0.2566
4 C -0.4010

Here is C7H15NO2S in the gas phase from OMol25. Energies are from ωB97M-V/def2-TZVPD.

Element x y z (Å)
C -3.57957 0.67786 -0.16078
C 1.45009 0.09651 -1.11144
C 1.01323 -1.31060 -0.70135
C 1.50377 1.09305 0.02035
C 1.81751 0.77394 1.26635
C 1.18838 2.50571 -0.36877
C -0.60310 -2.57834 0.58733
N -0.22449 -1.27619 0.06919
O -1.45879 0.69723 1.26586
O -1.27047 -0.77867 -0.73761
S -1.97558 0.83032 -0.27857
H -4.06032 0.00083 0.51618
H -4.16835 1.15124 -0.91795
H 2.44341 0.01574 -1.56555
H 0.76939 0.46910 -1.87783
H 0.88803 -1.92627 -1.60360
H 1.76811 -1.77504 -0.06435
H -0.64222 0.15695 1.27408
H 1.85045 1.51610 2.04626
H 2.06048 -0.23010 1.56848
H 0.22630 2.55774 -0.87631
H 1.94614 2.88939 -1.05422
H 1.15484 3.14992 0.50605
H 0.17637 -2.91195 1.27148
H -1.53913 -2.47261 1.13406
H -0.73445 -3.32186 -0.20735

Cartesian forces (eV/Å) of the 2 atoms listed first:
C 1.2 0.1 -0.2
C 0.0 -0.3 0.2

Calculated values
LUMO level	0.032	Eh
gap between HOMO and LUMO	9.27	eV
2S+1	1
relative energy (zero: lowest compared OMol25 entry of this formula, charge and spin)	83.0	kcal per mole

natural (NBO) population analysis, charges in e, atoms 1 to 4:
1 C -0.8958
2 C -0.4613
3 C -0.2244
4 C 0.0425

Here is a molecular structure, C7H15O12S2V from OMol25. Energies are from ωB97M-V/def2-TZVPD.

Element x y z (Å)
O -1.53560 -1.08177 -2.28840
V -0.78339 -0.47786 -1.03482
O -0.24146 2.95545 -3.34475
C 0.50517 1.84331 -3.18847
O 0.12421 0.97951 -2.31404
O 1.53836 1.70054 -3.84079
H -1.05014 2.76104 -2.80686
O -3.89040 2.50574 -0.10991
C -2.91057 1.97397 -0.93109
O -2.39416 0.89866 -0.53710
O -2.65381 2.62172 -1.95617
H -3.97812 3.34107 -0.59950
O 2.35974 -3.44442 -0.91180
C 1.65427 -2.34928 -1.31415
O 0.50379 -2.20680 -0.77791
O 2.12330 -1.60683 -2.16701
H 3.21437 -3.35172 -1.34961
C -2.71190 -0.63105 2.71804
S -2.21975 -2.09419 1.78580
O -2.06990 -1.55387 0.40747
C -0.55463 -2.21033 2.47892
H -3.18299 0.07812 2.03567
H -1.85849 -0.10535 3.14520
H -3.41824 -0.90041 3.50434
H -0.50857 -2.34456 3.55989
H -0.03073 -1.32340 2.13293
H -0.05135 -3.08794 2.06866
C 2.39712 2.07225 0.38750
S 1.63205 0.67166 1.22681
O 0.33847 0.43763 0.50992
C 2.82212 -0.58715 0.77312
H 3.38993 2.22893 0.80753
H 1.78679 2.94499 0.60917
H 2.39812 1.87029 -0.68535
H 2.49933 -1.58668 1.05542
H 3.77414 -0.36631 1.26006
H 2.98293 -0.57493 -0.30875

Cartesian forces (eV/Å) of the 2 atoms listed first:
O 0.9 0.4 1.8
V -1.8 -0.1 -3.6

Calculated values
expectation value of S²	0.784
LUMO level (alpha / beta)	0.072 / 0.072	Eh
net charge	-1
gap between HOMO and LUMO (alpha / beta)	6.73 / 6.80	eV
2S+1	2

natural (NBO) population analysis, charges in e, atoms 1 to 4:
1 O -0.4252
2 V 1.5040
3 O -0.7400
4 C 0.9775